No. 1
{"formula": "C34H37F32N4O7", "method": "the ωB97M-V functional and the def2-TZVPD basis", "elements": ["C", "C", "C", "N", "O", "C", "O", "C", "C", "C", "C", "C", "N", "C", "N", "C", "C", "C", "O", "C", "N", "H", "H", "H", "H", "H", "H", "H", "H", "H", "H", "H", "H", "H", "H", "H", "H", "H", "H", "H", "H", "H", "C", "C", "C", "F", "F", "F", "F", "O", "C", "C", "F", "F", "F", "F", "H", "H", "H", "H", "C", "C", "C", "F", "F", "F", "F", "O", "C", "C", "F", "F", "F", "F", "H", "H", "H", "H", "C", "C", "C", "F", "F", "F", "F", "O", "C", "C", "F", "F", "F", "F", "H", "H", "H", "H", "C", "C", "C", "F", "F", "F", "F", "O", "C", "C", "F", "F", "F", "F", "H", "H", "H", "H"], "xyz": [[9.302738, -0.245547, 0.526917], [8.140359, 0.250600, -0.521814], [7.310521, -0.958321, -1.256022], [5.889547, -0.548697, -1.696836], [5.591731, -1.083269, -2.898259], [4.332632, -0.476003, -3.444587], [4.009009, -0.776098, -4.714469], [3.428190, 0.514816, -2.459241], [2.003120, 0.008144, -1.784992], [1.329126, -1.492749, -2.063553], [1.600388, -2.480093, -0.770659], [1.235835, 1.072599, -0.799540], [1.794080, 2.464439, -0.547806], [3.112823, 2.986102, -1.148916], [3.547979, 4.383234, -0.766201], [3.744034, 4.440680, 0.732860], [5.278263, 4.762366, 1.220659], [4.003798, 2.057154, -2.164047], [5.252408, 2.450870, -2.834940], [6.317745, 2.790387, -1.862592], [7.187337, 3.491556, -1.164082], [8.935668, 0.053275, 1.621450], [9.576498, -1.388172, 0.437646], [10.248814, 0.445899, 0.326404], [7.396386, 0.971515, 0.056609], [8.683460, 0.909722, -1.349084], [7.925125, -1.294109, -2.212718], [7.266477, -1.857030, -0.471516], [5.269400, -0.946728, -0.933310], [1.698511, -1.951988, -3.095857], [0.162938, -1.285265, -2.181095], [1.463207, -1.818920, 0.214125], [2.741516, -2.815769, -0.859132], [0.848688, -3.376591, -0.787952], [0.227242, 0.692450, -0.295169], [1.266664, 3.099291, 0.111898], [4.378938, 4.716428, -1.302049], [3.043255, 5.273834, 1.220952], [3.429652, 3.430410, 1.285725], [5.881406, 3.736850, 1.120705], [5.211278, 4.977107, 2.392801], [5.785913, 5.650058, 0.639071], [-1.796615, -5.805770, -2.185697], [-0.458894, -5.925257, -1.439752], [0.088674, -7.342711, -1.328972], [-0.735566, -8.158252, -0.633020], [1.275848, -7.346302, -0.663768], [-0.576907, -5.342312, -0.216268], [0.454135, -5.165831, -2.124490], [-2.966850, -5.737877, -1.367280], [-3.503343, -6.995834, -0.961116], [-3.488868, -7.182131, 0.560367], [-2.227348, -7.119741, 1.059337], [-3.983932, -8.398995, 0.911466], [-2.862913, -7.990521, -1.620484], [-4.785857, -7.012786, -1.415193], [-1.776379, -4.840801, -2.707425], [-1.898453, -6.546206, -2.988956], [0.262496, -7.781194, -2.315505], [-4.086349, -6.410998, 1.056217], [-0.628029, 1.215438, 5.485134], [0.321536, 0.206242, 4.821767], [1.776699, 0.650934, 4.744122], [1.932565, 1.768815, 3.999222], [2.539138, -0.308358, 4.152231], [-0.163035, -0.121218, 3.593505], [0.265067, -0.946919, 5.560851], [-1.374845, 2.050710, 4.597184], [-0.704640, 3.231383, 4.158911], [-0.492500, 3.262852, 2.641072], [0.257951, 2.212371, 2.219638], [0.169038, 4.388234, 2.260287], [0.447428, 3.378036, 4.855726], [-1.502052, 4.267991, 4.534270], [-1.392176, 0.626243, 6.007345], [-0.140201, 1.792640, 6.280561], [2.191340, 0.833800, 5.739290], [-1.448714, 3.228979, 2.110030], [-2.006216, 4.948101, -1.078879], [-2.996108, 3.828451, -0.722922], [-3.277334, 2.840159, -1.847853], [-3.844253, 3.433777, -2.922584], [-4.153965, 1.883992, -1.436571], [-4.145379, 4.382650, -0.251005], [-2.459684, 3.135772, 0.331430], [-2.584805, 6.199046, -1.458664], [-2.943404, 6.314782, -2.834622], [-4.447538, 6.528982, -3.038400], [-5.171928, 5.496522, -2.534831], [-4.757937, 6.611030, -4.359776], [-2.466121, 5.244783, -3.514051], [-2.256864, 7.391438, -3.304506], [-1.451170, 5.175817, -0.160269], [-1.235320, 4.619236, -1.786983], [-2.363943, 2.332845, -2.170464], [-4.783465, 7.447711, -2.547902], [-6.503668, -0.944820, -0.031041], [-7.525766, -2.088723, 0.052673], [-7.773170, -2.625544, 1.456915], [-6.657881, -3.156946, 2.006977], [-8.696357, -3.625021, 1.431207], [-7.154299, -3.081939, -0.799500], [-8.712061, -1.606429, -0.436523], [-5.173800, -1.318150, -0.399747], [-4.340511, -1.753039, 0.673449], [-3.878740, -3.205928, 0.513111], [-4.931482, -4.062684, 0.468413], [-3.107391, -3.595418, 1.563080], [-4.970687, -1.526675, 1.850715], [-3.262446, -0.923003, 0.661884], [-6.835733, -0.290453, -0.846708], [-6.519125, -0.300467, 0.856885], [-8.152035, -1.844141, 2.121444], [-3.299562, -3.334806, -0.406368]], "forces_ev_per_angstrom": [[-0.1, 1.1, 0.3], [0.0, 0.7, -0.4], [1.4, -0.5, 0.3], [1.6, 0.9, 4.7], [-4.7, 0.7, -3.4], [0.1, -2.1, -5.9], [1.8, 2.2, 9.0], [-0.9, 2.5, 1.9], [1.1, 3.4, 0.6], [-0.5, 0.9, 0.2], [0.6, 1.0, -0.3], [3.3, -0.6, -2.4], [2.1, -2.6, -2.4], [0.8, -0.7, -1.3], [-0.8, -4.4, 0.1], [0.0, 1.0, 2.9], [-0.4, -1.2, 0.5], [-3.8, -2.8, 1.5], [0.4, 0.2, 4.6], [4.3, 5.8, 3.2], [-7.9, -6.6, -6.4], [0.9, -1.1, -2.3], [-0.6, 2.4, 0.2], [-1.9, -1.8, 0.4], [1.5, -1.6, -1.3], [-1.4, -1.4, 1.7], [-1.5, 0.6, 2.0], [0.0, 1.8, -1.9], [0.7, 0.3, -1.4], [-0.6, 1.2, 2.3], [2.5, -0.4, 0.3], [0.3, -1.7, -2.1], [-2.6, 0.5, 0.4], [1.8, 1.8, 0.1], [2.4, 1.4, -0.9], [1.0, -0.9, -0.9], [-0.9, -0.7, 0.5], [1.4, -1.7, -1.4], [0.6, 2.1, -1.5], [-1.0, 2.6, 0.0], [0.2, -0.2, -2.7], [-1.1, -1.9, 1.2], [-0.5, 0.7, -0.7], [-0.7, 0.5, 0.5], [0.8, -0.9, 0.4], [0.5, 0.4, -0.2], [-0.1, 0.4, -0.2], [0.1, -0.3, -0.2], [0.0, -0.5, -0.2], [0.4, -1.5, 0.6], [-0.2, 0.6, -1.8], [0.0, -0.1, 1.1], [-0.4, 0.2, -0.3], [0.0, 0.3, -0.6], [-0.7, 0.2, 0.5], [0.6, 0.0, 0.7], [0.1, -0.1, 0.3], [0.2, 0.0, 0.4], [-0.1, 0.2, -0.1], [0.0, 0.0, -0.3], [-0.8, -0.1, 0.8], [-1.0, -0.3, -0.2], [1.0, -0.5, 0.0], [0.2, -0.3, 0.0], [-0.3, 0.0, 0.1], [0.4, 0.2, 0.1], [0.4, 0.6, 0.0], [1.6, 1.0, -0.9], [-0.8, -0.7, 2.3], [-0.6, 0.0, -0.4], [-0.1, 0.1, -0.1], [0.0, 0.0, 0.2], [-0.5, 0.6, -0.6], [0.4, -0.4, -0.8], [0.1, 0.0, -0.4], [0.1, -0.1, -0.4], [-0.2, 0.0, 0.0], [0.1, 0.0, 0.4], [0.7, 0.7, 0.5], [-0.8, 1.2, 0.2], [-0.8, -0.9, -0.5], [0.2, -0.4, 0.6], [0.3, 0.2, 0.3], [0.5, -0.4, -0.4], [0.2, -0.4, -0.4], [-0.7, -0.9, -1.4], [1.8, 0.0, 0.7], [-1.1, 0.1, -0.2], [0.4, 0.4, 0.0], [0.6, 0.0, 0.4], [-0.3, 0.8, -0.2], [-0.8, -0.4, 0.2], [-0.4, 0.0, 0.0], [-0.4, -0.1, 0.0], [0.1, 0.1, 0.1], [0.3, 0.0, 0.0], [-0.1, 1.0, -0.6], [0.3, -0.2, -1.0], [-0.7, -0.7, 0.7], [-0.4, 0.0, -0.1], [0.1, 0.3, -0.3], [-0.1, 0.1, 0.5], [0.3, 0.0, 0.6], [0.6, -1.1, 1.6], [-1.4, 1.7, -0.5], [0.2, -0.9, -0.2], [0.4, 0.5, -0.1], [-0.1, 0.5, -0.1], [1.0, -0.2, -0.3], [0.1, -0.6, -0.1], [0.1, -0.4, 0.0], [0.0, -0.4, -0.1], [0.0, 0.1, -0.1], [-0.1, 0.2, 0.0]], "mulliken_charge": [-0.93, 0.23, -0.77, 0.00, -0.20, 0.12, -0.53, 0.20, 0.28, -0.61, -0.28, -0.42, 0.30, -0.02, -0.16, -0.15, -0.92, 0.25, -0.32, 0.32, -0.42, 0.25, 0.30, 0.26, -0.10, 0.20, 0.29, 0.28, 0.19, 0.39, 0.27, 0.24, 0.25, -0.11, 0.52, 0.17, 0.46, 0.19, 0.10, 0.16, 0.34, 0.30, -1.13, 1.27, -0.05, -0.21, -0.28, -0.28, -0.35, -0.14, 0.70, 0.49, -0.23, -0.28, -0.29, -0.30, 0.45, 0.36, 0.32, 0.03, -0.75, 0.94, 0.03, -0.17, -0.28, -0.19, -0.34, -0.39, 0.53, 0.91, -0.14, -0.33, -0.26, -0.29, 0.41, 0.33, 0.24, -0.06, -0.77, 0.77, 0.18, -0.23, -0.23, -0.30, -0.26, -0.44, 0.74, 0.19, -0.20, -0.25, -0.28, -0.29, 0.40, 0.41, 0.21, 0.25, -0.71, 0.88, 0.07, -0.18, -0.28, -0.25, -0.33, -0.37, 0.63, 0.46, -0.32, -0.28, -0.30, -0.18, 0.44, 0.32, 0.27, 0.05], "gap_ha": 0.249, "charge": 1, "lumo_energy_ev": -5.3, "homo_energy_ev": -12.06}


No. 2
{"formula": "C23H20N4O3", "method": "the ωB97M-V functional and the def2-TZVPD basis", "elements": ["C", "O", "C", "N", "O", "C", "C", "C", "C", "C", "C", "C", "C", "C", "C", "N", "N", "C", "C", "O", "C", "C", "C", "C", "C", "C", "N", "C", "C", "C", "H", "H", "H", "H", "H", "H", "H", "H", "H", "H", "H", "H", "H", "H", "H", "H", "H", "H", "H", "H"], "xyz": [[-2.304254, -2.250596, -3.899039], [-1.666777, -1.313226, -2.970666], [-0.483808, -0.587344, -3.291663], [-0.096660, -0.252206, -4.457616], [1.146644, 0.342779, -4.152662], [1.466057, 0.348907, -2.758020], [2.591388, 0.618186, -2.028894], [3.876035, 0.927627, -2.774218], [2.433224, 0.600182, -0.660940], [1.194134, 0.176050, 0.019252], [0.922221, 0.349838, 1.497919], [0.657626, 1.603182, 1.848709], [0.510236, 2.907809, 0.965639], [-0.818780, 3.642206, 1.134708], [-2.057179, 2.815317, 0.896963], [-3.195713, 3.039095, 1.448512], [-4.097471, 2.145040, 1.012797], [-3.435861, 1.440988, 0.086096], [-3.896990, 0.141493, -0.584365], [-2.241850, 1.847051, 0.016678], [0.940658, -0.873190, 2.367226], [1.433971, -0.718211, 3.705236], [1.543678, -1.860257, 4.504418], [1.159480, -3.084762, 4.021181], [0.721344, -3.251201, 2.725582], [0.343143, -4.549861, 2.289595], [0.241298, -5.628310, 1.897671], [0.691665, -2.148623, 1.937039], [0.193978, -0.267417, -0.810428], [0.330021, -0.223535, -2.196467], [-3.104672, -1.656692, -4.427632], [-2.595326, -3.118219, -3.331743], [-1.503962, -2.664734, -4.552132], [4.143076, 0.184397, -3.428215], [4.534453, 0.965763, -1.927139], [3.798492, 1.865177, -3.321893], [3.354880, 0.658541, -0.028295], [0.546816, 1.753276, 2.948231], [1.334829, 3.554290, 1.232848], [0.625666, 2.754127, -0.102746], [-0.763881, 4.495935, 0.421473], [-0.909473, 4.074991, 2.119148], [-3.162297, -0.704046, -0.425164], [-4.733347, -0.219321, -0.019098], [-4.119166, 0.266625, -1.690161], [1.814913, 0.290241, 4.084318], [2.040031, -1.662601, 5.391799], [1.177089, -3.929378, 4.708123], [0.233331, -2.355267, 1.006725], [-0.812912, -0.490114, -0.448689]], "forces_ev_per_angstrom": [[1.6, 1.5, -0.7], [1.4, 0.7, -0.4], [-4.4, -2.6, 1.2], [1.3, 0.3, 1.2], [2.7, 1.1, -0.2], [-4.4, -2.0, -2.3], [0.6, 0.8, -1.1], [-1.4, 1.6, 2.6], [-0.1, -1.5, 2.0], [1.0, 0.3, -1.5], [0.3, -0.4, -2.1], [-0.3, 1.3, 1.1], [0.2, -1.7, 0.7], [0.3, -0.1, -0.8], [-0.8, 1.6, 0.7], [0.0, 1.2, 1.9], [0.1, -1.4, -1.9], [-4.5, -1.5, 1.7], [1.2, 0.3, -0.4], [5.3, -0.7, -2.4], [1.6, 2.0, 1.9], [0.0, 0.3, -0.8], [-0.2, 1.8, -2.0], [0.1, -1.2, 1.6], [0.3, 0.0, 1.9], [0.5, -0.8, -0.7], [-0.4, 0.3, 0.2], [-1.4, 0.3, -1.5], [-1.3, 0.0, 0.1], [1.5, 0.9, 0.7], [0.8, -1.2, 0.4], [-0.8, 0.1, 0.5], [-0.7, 0.6, -0.2], [0.6, -1.9, -1.5], [1.3, 0.4, -0.2], [0.2, 0.1, 0.2], [-0.9, 0.5, -0.6], [-0.3, 0.3, -0.8], [0.1, 0.4, 0.2], [0.2, -0.7, -0.1], [-0.3, -0.5, 0.4], [-0.3, 0.0, 0.3], [-0.3, 1.2, -0.5], [-0.9, 0.2, -0.1], [0.3, -0.2, 1.4], [-0.7, -1.6, -0.6], [0.5, -0.4, 2.0], [0.1, 0.0, -0.3], [0.0, 0.4, -1.3], [0.5, -0.3, 0.3]], "nbo_charge": [-0.25, -0.54, 0.48, -0.14, -0.35, 0.36, -0.09, -0.61, -0.17, -0.04, -0.08, -0.13, -0.43, -0.44, 0.43, -0.29, -0.30, 0.46, -0.67, -0.40, 0.03, -0.17, -0.22, -0.14, -0.17, 0.27, -0.29, -0.19, -0.17, -0.20, 0.20, 0.20, 0.19, 0.22, 0.21, 0.23, 0.22, 0.20, 0.23, 0.22, 0.23, 0.24, 0.23, 0.25, 0.24, 0.22, 0.22, 0.23, 0.23, 0.22], "relative_energy_kcal_mol": 129.89, "smiles": "COc1noc2c(C)cc(/C(=C\\CCc3nnc(C)o3)c3cccc(C#N)c3)cc12", "gap_ha": 0.336, "lumo_energy_ev": 0.0, "homo_energy_ev": -9.17}


No. 3
{"formula": "C4H5LiOSm", "method": "the ωB97M-V functional and the def2-TZVPD basis", "elements": ["C", "C", "H", "C", "C", "O", "Li", "H", "H", "H", "H", "Sm"], "xyz": [[0.379218, 1.631135, -0.105521], [0.711707, 2.753799, 0.242042], [0.959782, 3.758165, 0.543764], [0.880140, -0.190633, -0.268229], [-0.049746, -1.235158, 0.285968], [-1.342809, -1.111020, -0.010867], [-1.986122, 0.702093, 0.025632], [0.805534, -0.290139, -1.364974], [0.303668, -0.267523, 1.155041], [1.921936, -0.440795, -0.022842], [0.365938, -2.253752, 0.202573], [-2.949247, -3.056170, -0.682585]], "forces_ev_per_angstrom": [[1.5, -3.0, 0.7], [-0.5, -0.6, -0.2], [-0.2, -0.3, -0.2], [-0.4, 0.8, -5.0], [2.1, 4.4, 3.0], [-2.8, -0.5, -1.2], [0.7, -0.3, 0.0], [0.4, 1.0, -0.2], [-1.6, -3.9, 1.4], [-0.4, 0.9, 0.5], [0.4, 0.6, 0.9], [0.8, 0.9, 0.3]], "mulliken_spin": [0.00, 0.00, 0.00, -0.01, 0.02, -0.06, 0.03, 0.00, 0.00, 0.00, -0.01, 7.02], "relative_energy_kcal_mol": 38.45, "gap_ha": [0.207, 0.277], "charge": 1, "lumo_energy_ev": [-3.6, -3.9], "homo_energy_ev": [-9.23, -11.39], "spin_multiplicity": 8}


Short version: molecular weight = 1221.6; 400.4; 226.4 g/mol, in the order given.
Short version: energy = -5258.3255; -1333.0219; -895.6687 hartree, in the order given.